Record 1
Density functional theory data (ωB97M-V with the def2-TZVPD basis set) for a 11-piece molecular cluster, C19H58F6O10P overall at a distorted geometry.

The geometry in XYZ format:
```
94
Properties=species:S:1:pos:R:3:lowdin_charge:R:1
P -0.70514 0.43144 -0.38261 0.25
F -0.46304 1.74145 0.56766 -0.16
F -1.99985 -0.10721 0.52449 -0.16
F -1.79715 1.24133 -1.31647 -0.17
F -0.90683 -0.73679 -1.48207 -0.15
F 0.50172 1.01113 -1.22757 -0.12
F 0.21587 -0.44498 0.61551 -0.14
C -3.95487 4.75880 1.79057 -0.07
C -2.81211 3.95597 1.06824 -0.32
O -2.07125 3.29914 2.05878 -0.08
H -3.55934 5.59620 2.36470 0.06
H -4.51898 3.98833 2.31586 0.05
H -4.66307 5.13827 1.05321 0.06
H -2.20514 4.46273 0.31733 0.11
H -3.38969 3.20254 0.53058 0.07
H -1.46957 2.76930 1.52871 0.03
C 2.67987 2.35057 4.48767 -0.07
C 2.22855 1.84361 3.07102 -0.29
O 2.34326 2.97148 2.20446 -0.09
H 2.77712 1.60192 5.27411 0.06
H 1.88079 3.00736 4.83165 0.07
H 3.64002 2.86110 4.41638 0.06
H 1.17606 1.56414 3.00887 0.10
H 2.74489 0.92400 2.79270 0.10
H 2.33181 2.70845 1.28047 0.05
O 1.06852 3.76035 -0.58463 -0.05
H 0.68736 2.92977 -0.87527 -0.01
H 0.77791 3.85187 0.32386 0.01
O -0.51206 -1.26632 3.84167 -0.06
H 0.24202 -1.04384 3.29447 0.00
H -1.04619 -1.84243 3.29088 -0.01
O 1.60928 -2.17935 -3.51266 -0.05
H 0.83900 -2.45481 -3.01395 0.02
H 2.33700 -2.25475 -2.89266 -0.01
C -5.11345 1.01567 0.58398 -0.05
C -5.11182 0.15481 1.84380 -0.46
C -4.78565 0.91811 3.08464 -0.07
O -6.45260 -0.35801 1.96016 -0.07
H -5.86671 0.75315 -0.15953 0.08
H -4.18778 1.19154 0.03629 0.06
H -5.46848 2.01501 0.84180 0.07
H -4.42559 -0.69160 1.82658 0.13
H -4.34387 0.24523 3.82100 0.08
H -5.58294 1.50802 3.53633 0.08
H -3.87817 1.51996 3.01538 0.07
H -7.04216 0.38707 1.82074 0.07
C 6.06480 1.78863 -1.44343 -0.06
C 4.90209 1.04675 -0.90553 -0.47
C 3.59504 1.12131 -1.67883 -0.02
O 5.20986 -0.33845 -0.81614 -0.07
H 6.27691 1.87974 -2.50952 0.09
H 7.04043 1.45772 -1.08489 0.08
H 5.97731 2.84036 -1.16830 0.09
H 4.76398 1.37437 0.12588 0.13
H 2.82966 0.38693 -1.43031 0.05
H 3.82394 0.88736 -2.71913 0.09
H 3.11879 2.09751 -1.58675 0.08
H 6.16802 -0.38073 -0.86581 0.09
C 2.52775 -2.10387 0.22127 -0.05
C 3.72672 -2.90234 -0.27518 -0.49
C 3.48326 -4.42531 -0.07808 -0.05
O 3.93814 -2.72068 -1.63127 -0.06
H 2.19381 -2.16258 1.25716 0.08
H 1.62367 -2.28028 -0.36214 0.06
H 2.75835 -1.05947 0.01053 0.05
H 4.66114 -2.64232 0.22296 0.13
H 4.23304 -4.98147 -0.64135 0.07
H 2.51375 -4.81579 -0.38828 0.06
H 3.58628 -4.72980 0.96395 0.07
H 4.52608 -1.96047 -1.68424 0.07
C -0.48444 0.08374 -5.26038 -0.06
C -1.72617 0.89597 -4.94906 -0.46
C -2.90208 0.07398 -4.33380 -0.06
O -1.29702 1.80668 -3.94340 -0.08
H -0.10018 -0.39527 -4.36036 0.06
H 0.25044 0.70249 -5.77536 0.08
H -0.65281 -0.73151 -5.96583 0.07
H -2.19943 1.49449 -5.72790 0.12
H -3.30188 -0.55292 -5.13143 0.07
H -3.71931 0.68460 -3.94945 0.08
H -2.57165 -0.51280 -3.47638 0.06
H -1.53084 1.46574 -3.07553 0.02
C -1.04127 -5.21563 1.82035 -0.07
C -0.60798 -3.90725 1.21124 -0.47
C -0.81335 -4.02977 -0.31252 -0.05
O -1.45961 -2.87571 1.68022 -0.06
H -2.11223 -5.40092 1.73922 0.09
H -0.73182 -5.24050 2.86529 0.08
H -0.51428 -5.97067 1.23643 0.08
H 0.38988 -3.72996 1.61373 0.12
H -0.20621 -4.75290 -0.85769 0.08
H -0.69664 -3.05613 -0.78973 0.05
H -1.82607 -4.33053 -0.58284 0.09
H -1.43544 -2.18210 1.01551 0.05
```

## Properties
net charge = -1
HOMO energy = -7.205 eV
frontier orbital gap = 9.45 eV
relative energy (zero: lowest compared OMol25 entry of this formula, charge and spin) = 1.3618 eV
max |F| = 0.05765 Eh/bohr



Record 2
Density functional theory data (ωB97M-V with the def2-TZVPD basis set) for a 9-piece molecular cluster, C5H31N2O8 overall at a distorted geometry.

The geometry in XYZ format:
```
46
Properties=species:S:1:pos:R:3:nbo_charge:R:1
C -0.69005 -0.72515 -0.15594 -0.23
N -0.44487 -0.24802 -1.52920 -0.68
C -1.67289 -0.09088 -2.30180 -0.42
C 0.52665 -0.35706 0.71464 -0.04
N 0.12266 0.60452 1.80976 -0.72
C 2.52267 -1.26176 2.01536 -0.62
C 1.17288 -1.56775 1.37963 -0.44
H -1.58321 -0.25748 0.25980 0.18
H -0.84227 -1.80517 -0.13159 0.22
H 0.14871 -0.94398 -1.96589 0.40
H -2.29412 -0.99143 -2.33069 0.18
H -1.39600 0.19126 -3.31796 0.22
H -2.27744 0.73778 -1.92176 0.19
H 1.27488 0.14797 0.11043 0.23
H -0.42550 0.14827 2.55326 0.46
H -0.48567 1.35997 1.47355 0.45
H 0.97270 1.03035 2.19279 0.47
H 2.43650 -0.67139 2.93147 0.20
H 3.19101 -0.73028 1.33309 0.22
H 3.03144 -2.18758 2.26741 0.23
H 1.27618 -2.32234 0.59754 0.26
H 0.50683 -2.03003 2.11524 0.21
H -2.53655 3.36081 1.16219 0.49
H -3.03898 1.93027 0.89469 0.51
O -2.25528 2.50794 0.84000 -1.00
H -0.90758 2.74797 -0.44056 0.50
H -0.11550 1.75326 -1.31059 0.49
O -0.03635 2.65571 -0.90590 -1.01
H -3.01982 0.10899 2.42102 0.50
H -2.62721 -0.79435 3.62040 0.49
O -2.26731 -0.20385 2.95835 -1.00
H 2.04248 0.96864 -2.48757 0.49
H 3.09301 1.12655 -3.59939 0.50
O 2.89568 0.62301 -2.78320 -0.95
H -5.09623 1.03919 1.68925 0.51
H -4.60997 0.17000 0.50635 0.51
O -4.29292 0.70984 1.25796 -0.98
H 1.49947 -2.74851 -2.17698 0.51
H 0.35873 -3.80188 -2.08256 0.48
O 0.69221 -3.00165 -1.66192 -1.01
H 3.73913 -2.44035 -2.78068 0.49
H 2.87461 -1.13336 -2.96961 0.51
O 2.87543 -2.11418 -3.06039 -0.99
H 1.24715 2.71309 0.43033 0.51
H 2.52728 3.26654 1.20738 0.50
O 1.88745 2.52652 1.17234 -1.02
```

## Properties
net charge = +1
HOMO energy = -12.383 eV
frontier orbital gap = 9.60 eV
relative energy (zero: lowest compared OMol25 entry of this formula, charge and spin) = 0.0000 eV
max |F| = 0.02275 Eh/bohr



Record 3
Density functional theory data (ωB97M-V with the def2-TZVPD basis set) for C7H19NO2 as an isolated structure at a distorted geometry.

The geometry in XYZ format:
```
29
Properties=species:S:1:pos:R:3:nbo_charge:R:1
C 0.53361 1.13111 0.04791 0.09
C 0.13170 1.05181 1.54125 -0.08
C 0.15697 2.49243 -0.52862 -0.63
C -1.38095 0.91806 1.72990 -0.62
N 0.91627 -0.01773 2.15677 -0.87
O 1.93244 0.98995 -0.04775 -0.76
H 2.20599 0.54422 0.77428 0.49
H 0.08072 0.06772 -0.43238 0.18
H 0.46123 1.97328 2.04070 0.18
H 0.66858 -0.92302 1.76808 0.37
H 0.76039 -0.06267 3.15616 0.37
H 0.54077 3.29767 0.09989 0.21
H 0.63261 2.63746 -1.49542 0.23
H -0.92010 2.62250 -0.58111 0.21
H -1.62304 0.78953 2.78504 0.21
H -1.89530 1.81044 1.37982 0.21
H -1.75933 0.06162 1.17563 0.20
C 0.01746 -1.80285 -0.79793 0.30
C 0.19595 -1.67783 -2.13611 -0.49
C -1.25368 -2.37912 -0.22349 -0.66
O 1.08639 -2.17867 0.00597 -0.71
H 1.90333 -1.80452 -0.34840 0.49
H 0.40394 1.16981 -3.35818 -0.01
H 1.18783 -1.71077 -2.56024 0.21
H -2.11961 -1.92504 -0.69963 0.22
H 0.38838 0.39898 -3.14498 0.00
H -0.63688 -1.79539 -2.80790 0.21
H -1.33294 -3.45912 -0.35196 0.23
H -1.28274 -2.21986 0.85272 0.22
```

## Properties
net charge = 0
HOMO energy = -8.506 eV
frontier orbital gap = 9.25 eV
relative energy (zero: lowest compared OMol25 entry of this formula, charge and spin) = 2.1826 eV
max |F| = 0.08370 Eh/bohr